Density functional theory data (ωB97M-V/def2-TZVPD) for one molecule with the formula C2H9N2O2P at a distorted geometry.

Geometry as XYZ:
```
16
Properties=species:S:1:pos:R:3:forces:R:3
C -1.8510 -0.3902 0.7926 -1.4 0.5 -0.3
C -1.6669 -0.4728 -0.7091 0.9 -0.7 1.9
N -0.2896 -0.5475 -1.0378 2.2 1.0 0.4
P 0.9473 -0.5497 -0.1004 0.2 -1.1 -1.4
N 1.7563 1.4161 0.2315 -1.2 0.3 0.4
O 1.1475 -1.0315 1.3124 0.3 1.2 -2.2
O 2.1714 -0.7724 -1.1251 1.0 -0.7 2.7
H -1.1935 -1.0907 1.2006 0.4 -1.4 1.2
H -1.5259 0.5639 1.1994 -0.1 0.4 -0.1
H -2.9107 -0.5495 1.0416 0.4 0.0 0.3
H -1.9775 -1.4677 -1.0208 -1.4 0.5 -0.6
H -2.0864 0.4463 -1.0397 -0.9 0.2 -1.5
H 0.9153 1.6234 0.7686 0.5 0.3 0.6
H 2.5472 1.2340 0.8208 0.1 -0.2 0.6
H 1.9620 2.2647 -0.2862 -0.1 -0.4 -0.7
H 2.0544 -0.6764 -2.0484 -0.9 0.2 -1.2
```
Positions in Å, forces in eV/Å.

Its total energy is -682.96151 Eh. For the energy above the lowest of the compared OMol25 structures with the same formula, charge and spin, the calculation gives 25.4 kcal per mole. As for the multiplicity: 1. The SMILES is CCN=[P@@]([NH3+])([O-])O. The value obtained for the gap between HOMO and LUMO is 9.28 eV.

Atomic partial charges in e from the Mulliken method, atoms 1 to 6: number 1, C, carries -1.26; number 2, C, carries -0.12; number 3, N, carries -0.46; number 4, P, carries 0.80; number 5, N, carries -0.63; number 6, O, carries -0.63

Density functional theory data (ωB97M-V/def2-TZVPD) for a 2-piece molecular cluster, C2H9N2O2P overall at a distorted geometry.

Geometry as XYZ:
```
16
Properties=species:S:1:pos:R:3:forces:R:3
N -0.0582 2.0987 -0.4711 2.2 -4.2 3.9
C 0.5118 1.1048 0.3288 -3.2 1.4 -2.9
C 0.1533 -0.4957 0.0107 1.3 0.1 -0.2
N 1.3598 -1.0571 -0.7045 -1.6 0.4 -2.5
P 1.2474 -0.8979 -2.4756 -0.3 4.0 2.3
O 0.8728 0.5442 -3.0012 0.5 -3.6 0.9
H -0.6711 1.6002 -1.1563 0.8 0.3 0.4
H 1.2553 1.3364 1.2072 -1.3 -0.2 -1.9
H -0.8655 -0.6172 -0.5830 1.6 0.7 1.1
H 0.0240 -1.0968 1.0332 0.3 1.1 -1.7
H 2.5532 -1.2203 -3.0580 -1.0 -0.3 0.9
H 0.3213 -1.8738 -3.0069 0.5 0.2 0.2
O -1.5684 0.0490 2.7988 -0.3 0.1 0.5
H -1.3795 -0.4927 3.6068 0.0 0.2 -0.5
H -1.2217 0.9727 2.8928 0.1 -0.2 -0.4
H -2.5345 0.0456 2.5782 0.5 0.0 -0.1
```
Positions in Å, forces in eV/Å.

Its total energy is -682.67293 Eh. For the energy above the lowest of the compared OMol25 structures with the same formula, charge and spin, the calculation gives 206.5 kcal per mole. As for the multiplicity: 1. The value obtained for the gap between HOMO and LUMO is 3.38 eV.

Atomic partial charges in e from the Mulliken method, atoms 1 to 6: number 1, N, carries -0.57; number 2, C, carries -0.22; number 3, C, carries -0.25; number 4, N, carries -0.68; number 5, P, carries 0.42; number 6, O, carries -0.70

Density functional theory data (ωB97M-V/def2-TZVPD) for a 2-piece molecular cluster, C2H9N2OPS overall at a distorted geometry.

Geometry as XYZ:
```
16
Properties=species:S:1:pos:R:3:forces:R:3
C 1.1039 1.0858 0.9540 2.6 0.8 0.5
C 1.7289 0.5855 -0.3258 -0.1 1.2 -1.0
N -1.6011 -1.0290 0.7882 -0.8 -1.0 0.2
N 1.1059 -0.5392 -0.9352 -2.5 -0.2 -0.4
O -1.9372 -1.1769 -1.7414 -0.2 -0.6 -0.2
P -1.4835 -0.1482 -0.6380 1.1 0.4 1.2
S -2.6752 1.3696 -0.7802 1.0 0.2 0.2
H 1.8570 1.6758 1.5111 -0.3 0.2 -0.4
H 0.2449 1.6841 0.8781 -1.4 0.5 -0.4
H 1.0170 0.2553 1.5839 -0.9 -1.4 1.0
H 1.6868 1.3680 -1.1376 0.8 -0.4 1.1
H 2.7336 0.2243 -0.0014 -0.1 0.6 -0.8
H -2.1904 -1.8772 0.5891 0.8 1.2 0.7
H -1.7699 -0.5777 1.7146 0.1 -0.5 -1.5
H 1.3547 -1.3177 -0.3260 -0.9 -0.4 0.2
H -1.1754 -1.5827 -2.1335 0.9 -0.7 -0.6
```
Positions in Å, forces in eV/Å.

Its total energy is -1005.83610 Eh. For the energy above the lowest of the compared OMol25 structures with the same formula, charge and spin, the calculation gives 69.3 kcal per mole. As for the multiplicity: 1. The value obtained for the gap between HOMO and LUMO (spin up / spin down) is 7.09 / 7.08 eV.

Atomic partial charges in e from the Mulliken method, atoms 1 to 6: number 1, C, carries -1.15; number 2, C, carries -0.31; number 3, N, carries -0.46; number 4, N, carries -0.55; number 5, O, carries -0.47; number 6, P, carries 0.55

Density functional theory data (ωB97M-V/def2-TZVPD) for C2H9N2P3 as an isolated structure at a distorted geometry.

Geometry as XYZ:
```
16
Properties=species:S:1:pos:R:3:forces:R:3
C 0.5234 -2.0099 0.2441 -1.7 1.5 0.0
C 0.7524 -1.4025 -1.1646 0.2 -0.9 1.8
N 2.1835 1.7462 0.6131 2.3 0.0 -1.5
N -1.1949 0.4631 -0.5341 0.4 -0.5 1.0
P 0.9089 1.8159 1.3931 -2.0 -2.4 1.1
P -1.4020 2.1493 0.0573 1.2 -1.6 -0.8
P 0.1368 0.2611 -1.5256 0.0 0.5 -1.2
H -0.3463 -2.6480 0.1841 -0.7 0.0 0.1
H 1.2383 -2.6843 0.6568 1.2 0.0 0.0
H 0.2702 -1.1854 0.9471 0.5 -0.7 0.1
H 0.4529 -2.2442 -1.7927 0.6 0.6 -0.9
H 1.7737 -1.0362 -1.1602 0.8 -1.0 -0.8
H -1.2710 -0.3516 0.1075 -0.4 1.3 -0.2
H 0.6488 3.0691 1.7685 0.1 2.5 0.8
H -2.2531 1.7468 1.0102 -1.1 -0.1 1.7
H -2.4216 2.3108 -0.8048 -1.3 0.9 -1.2
```
Positions in Å, forces in eV/Å.

Its total energy is -1214.97019 Eh. For the energy above the lowest of the compared OMol25 structures with the same formula, charge and spin, the calculation gives 80.6 kcal per mole. As for the multiplicity: 1. The value obtained for the gap between HOMO and LUMO (spin up / spin down) is 8.58 / 5.52 eV.

Atomic partial charges in e from the Mulliken method, atoms 1 to 6: number 1, C, carries -1.08; number 2, C, carries -0.29; number 3, N, carries -0.30; number 4, N, carries -0.34; number 5, P, carries 0.09; number 6, P, carries -0.03

Density functional theory data (ωB97M-V/def2-TZVPD) for a 2-piece molecular cluster, C2H9N2S overall.

Geometry as XYZ:
```
14
Properties=species:S:1:pos:R:3:forces:R:3
N 1.2975 -0.0013 -1.3048 -0.1 -0.1 -0.1
C -0.1610 0.0397 -1.0900 0.5 -0.4 -0.2
C -0.5615 -0.9714 0.0003 -0.4 0.2 -0.2
N -1.6627 -0.4230 0.8024 0.1 0.5 0.3
H 1.7145 0.3971 -0.4540 -0.1 0.0 -0.2
H 1.5391 0.6087 -2.0848 0.0 -0.1 0.3
H -0.6297 -0.2596 -2.0322 -0.2 0.2 0.0
H -0.4983 1.0422 -0.8156 -0.2 -0.1 0.1
H -0.9346 -1.8843 -0.4744 0.1 -0.1 0.0
H 0.3339 -1.2177 0.5727 0.0 0.0 0.1
H -1.9604 -1.0668 1.5224 0.0 -0.4 -0.1
H -1.2854 0.3533 1.3593 0.0 -0.1 -0.4
S 0.9113 1.4520 1.6084 0.3 0.3 0.3
H 1.8972 1.9312 2.3903 -0.1 0.0 0.0
```
Positions in Å, forces in eV/Å.

Its total energy is -589.32799 Eh. For the energy above the lowest of the compared OMol25 structures with the same formula, charge and spin, the calculation gives 2.9 kcal per mole. As for the multiplicity: 1. Its charge is -1. The value obtained for the gap between HOMO and LUMO is 7.38 eV.

Atomic partial charges in e from the Mulliken method, atoms 1 to 6: number 1, N, carries -0.70; number 2, C, carries -0.50; number 3, C, carries -0.48; number 4, N, carries -0.71; number 5, H, carries 0.24; number 6, H, carries 0.20

Density functional theory data (ωB97M-V/def2-TZVPD) for a 2-piece molecular cluster, C2H9N2S overall at a distorted geometry.

Geometry as XYZ:
```
14
Properties=species:S:1:pos:R:3:forces:R:3
C -2.0626 -0.5901 -1.9571 -0.3 0.0 -0.2
S -1.8582 0.8130 -0.8231 0.1 0.2 0.1
H -2.0929 -1.5634 -1.4733 0.5 -0.2 0.3
H -1.3176 -0.5954 -2.7600 0.0 -0.1 0.1
H -3.0415 -0.5519 -2.4283 -0.2 0.3 -0.3
N 2.1010 -0.5825 2.4101 0.4 -0.1 0.4
C 2.1498 0.1947 1.1705 -1.0 -0.6 0.0
N 1.2860 -0.3852 0.1297 0.7 0.7 -0.2
H 1.7976 -1.5239 2.1900 0.0 0.0 -0.1
H 1.4125 -0.2101 3.0517 -0.1 0.0 -0.2
H 3.1733 0.2438 0.8100 0.2 0.2 0.1
H 1.7617 1.1789 1.4211 0.4 0.3 -0.1
H 1.8539 -0.5563 -0.6997 -0.2 -0.1 0.1
H 0.6286 0.3500 -0.1561 -0.6 -0.7 -0.1
```
Positions in Å, forces in eV/Å.

Its total energy is -589.30557 Eh. For the energy above the lowest of the compared OMol25 structures with the same formula, charge and spin, the calculation gives 16.9 kcal per mole. As for the multiplicity: 1. Its charge is -1. The value obtained for the gap between HOMO and LUMO is 6.27 eV.

Atomic partial charges in e from the Mulliken method, atoms 1 to 6: number 1, C, carries -0.82; number 2, S, carries -0.73; number 3, H, carries 0.22; number 4, H, carries 0.18; number 5, H, carries 0.25; number 6, N, carries -0.68

Density functional theory data (ωB97M-V/def2-TZVPD) for a 2-piece molecular cluster, C2H9N2S overall at a distorted geometry.

Geometry as XYZ:
```
14
Properties=species:S:1:pos:R:3:forces:R:3
N -1.2652 0.9182 0.6942 1.0 0.3 -1.7
C -1.5273 0.6144 -0.5640 0.3 -0.7 -0.2
N -0.6793 0.4396 -1.5730 -0.4 -0.2 1.1
H -0.3544 1.2677 0.9866 -0.2 -0.2 -0.1
H -1.9790 0.8302 1.3660 -1.0 0.2 0.7
H -2.5629 0.4138 -0.7865 -0.2 0.0 0.0
H -1.0005 -0.0686 -2.3901 -0.2 0.4 0.1
H 0.3137 0.3723 -1.3630 0.0 0.4 0.0
C 1.2039 -1.1339 0.7643 -0.4 -1.8 -0.5
S 1.7406 0.5433 0.6292 0.9 0.8 -0.2
H 0.3699 -1.2190 1.4902 0.7 0.1 -0.3
H 0.8341 -1.5475 -0.2117 0.3 0.3 0.9
H 2.0635 -1.7483 1.0780 -0.6 0.1 0.1
H 2.8430 0.3178 -0.1204 -0.3 0.2 0.2
```
Positions in Å, forces in eV/Å.

Its total energy is -589.05362 Eh. For the energy above the lowest of the compared OMol25 structures with the same formula, charge and spin, the calculation gives 10.2 kcal per mole. As for the multiplicity: 1. Its charge is +1. The value obtained for the gap between HOMO and LUMO is 9.65 eV.

Atomic partial charges in e from the Mulliken method, atoms 1 to 6: number 1, N, carries -0.20; number 2, C, carries 0.22; number 3, N, carries -0.25; number 4, H, carries 0.20; number 5, H, carries 0.24; number 6, H, carries 0.36

Density functional theory data (ωB97M-V/def2-TZVPD) for a 2-piece molecular cluster, C2H9N2S2 overall at a distorted geometry.

Geometry as XYZ:
```
15
Properties=species:S:1:pos:R:3:forces:R:3
C 0.6803 -0.8869 -2.7768 -0.4 0.4 -1.7
S 1.1353 -1.2407 -1.0721 -0.5 0.9 -0.1
S -0.7298 -0.7228 -0.2732 0.7 -1.1 -0.6
H -0.3256 -1.2234 -3.1012 0.5 -0.6 0.8
H 0.5793 0.1862 -3.1228 1.0 -0.9 0.8
H 1.4002 -1.4859 -3.3734 -0.3 0.7 0.1
H -1.1900 -1.7391 -1.0286 -0.8 0.3 0.5
N 0.7068 1.8104 1.6833 -0.1 0.3 -5.1
C -0.4214 1.7962 2.3438 -2.4 2.1 2.1
N -1.5749 1.2261 1.9716 1.2 1.4 0.6
H 0.6090 1.8526 0.5838 0.0 -1.2 2.6
H 1.5552 2.3561 1.7935 -0.4 0.1 1.6
H -0.5509 2.4878 3.2522 0.7 -1.7 -0.9
H -2.4551 1.4058 2.5131 1.4 -0.3 -0.9
H -1.5864 0.8647 1.0227 -0.6 -0.4 0.2
```
Positions in Å, forces in eV/Å.

Its total energy is -987.20593 Eh. For the energy above the lowest of the compared OMol25 structures with the same formula, charge and spin, the calculation gives 34.8 kcal per mole. As for the multiplicity: 1. Its charge is +1. The value obtained for the gap between HOMO and LUMO is 8.16 eV.

Atomic partial charges in e from the Mulliken method, atoms 1 to 6: number 1, C, carries -0.75; number 2, S, carries 0.00; number 3, S, carries -0.32; number 4, H, carries 0.29; number 5, H, carries 0.30; number 6, H, carries 0.28